(i)
Density functional theory data (wB97M-V/def2-TZVPD) for a single C7H15NO molecule.

Each line ends with the Mulliken charge.
Cartesian coordinates (Å):
C -0.807 0.512 0.340  2.05
C 1.319 -0.010 -0.250  1.03
C 0.613 0.670 0.931  -1.56
C -1.630 1.795 0.296  -1.78
C -1.612 -0.598 1.010  -1.92
C 1.871 -1.397 0.036  -1.56
C -0.233 0.119 -1.043  -0.71
O 2.306 0.843 -0.783  -0.59
N -0.751 -0.987 -1.775  -0.73
H 2.746 0.398 -1.516  0.35
H 0.378 -0.929 -2.016  0.42
H -0.849 -1.801 -1.175  0.38
H 0.919 1.711 1.004  0.42
H 0.766 0.190 1.898  0.29
H -0.111 0.987 -1.694  0.32
H -1.067 2.600 -0.175  0.44
H -2.546 1.640 -0.274  0.38
H -1.901 2.110 1.305  0.40
H -1.034 -1.516 1.116  0.37
H -2.504 -0.826 0.429  0.40
H -1.922 -0.279 2.005  0.46
H 2.720 -1.322 0.718  0.39
H 1.118 -2.033 0.496  0.33
H 2.210 -1.878 -0.884  0.43

Output
* E_HOMO: -8.4578 eV
* 2S+1: 1
* structure (SMILES): CC1(C)C[C@](C)(O)[C@H]1N
* LUMO: 0.721 eV

***

(ii)
Density functional theory data (wB97M-V/def2-TZVPD) for a molecular structure, C7H15NO.

Each line ends with the Mulliken charge.
Cartesian coordinates (Å):
C 0.284 -1.443 -0.059  0.52
C 1.303 -1.344 -1.183  -1.35
C 0.597 -2.575 0.912  -1.52
C 0.254 -0.078 0.760  -0.01
O 1.327 0.445 1.109  -0.63
H -0.723 -1.550 -0.466  0.31
H -0.526 -0.280 1.544  0.37
H 1.083 -0.513 -1.852  0.32
H 2.305 -1.204 -0.779  0.28
H -0.153 -2.640 1.702  0.39
H 1.574 -2.428 1.370  0.31
H 0.607 -3.525 0.377  0.42
H 1.289 -2.266 -1.767  0.41
C 0.240 2.350 -0.662  -1.31
C -1.769 1.503 1.143  -1.20
C -0.662 1.170 -0.407  0.70
N -1.390 0.606 -1.287  -0.58
H -1.260 1.000 -2.220  0.26
H -0.304 3.163 -1.148  0.41
H 0.676 2.698 0.277  0.38
H -2.543 0.747 1.181  0.37
H -2.116 2.436 0.716  0.44
H -1.172 1.682 2.028  0.37
H 1.080 2.046 -1.288  0.32

Output
* E_HOMO (alpha / beta): -8.8592 / -8.8598 eV
* 2S+1: 1
* LUMO (alpha / beta): -0.986 / -0.986 eV

***

So which one is most stable? That would be (i), about 0.0749 hartree below the next structure.

***

(i)
Density functional theory data (wB97M-V/def2-TZVPD) for 10 unconnected molecules or ions with the total composition C20H60O10S10.

Each line ends with the Mulliken charge.
Cartesian coordinates (Å):
C -1.077 4.702 1.026  -0.44
S -1.877 5.033 -0.503  0.49
O -3.047 5.934 -0.258  -0.70
C -2.605 3.402 -0.737  -0.35
H -0.592 3.770 0.972  -0.15
H -1.954 4.675 1.733  0.19
H -0.398 5.463 1.331  0.49
H -3.229 3.463 -1.667  0.47
H -3.199 3.291 0.202  0.09
H -1.714 2.729 -0.903  -0.11
C -2.456 -2.481 -4.570  -1.37
S -1.328 -2.932 -3.261  0.84
O -1.975 -2.676 -1.910  -0.77
C -1.681 -4.738 -3.423  -1.00
H -2.334 -1.430 -4.730  0.41
H -3.507 -2.689 -4.415  0.39
H -2.164 -2.938 -5.511  0.45
H -0.815 -5.355 -3.753  0.32
H -2.397 -4.864 -4.224  0.36
H -2.074 -4.998 -2.429  0.28
C -3.385 2.755 3.610  -0.70
S -4.001 1.196 4.305  0.35
O -2.982 0.185 3.872  -0.38
C -3.567 1.476 5.999  -1.02
H -3.799 3.671 4.048  0.51
H -3.612 2.795 2.602  0.09
H -2.325 2.614 3.659  0.22
H -4.176 2.280 6.427  0.40
H -2.563 1.757 6.013  0.31
H -3.713 0.468 6.437  0.30
C -2.528 -3.306 4.193  -0.61
S -0.912 -3.138 4.867  0.36
O -0.080 -4.153 4.173  -0.60
C -0.406 -1.469 4.324  -0.30
H -2.419 -3.230 3.150  0.00
H -3.110 -2.558 4.717  0.25
H -2.955 -4.274 4.331  0.47
H -0.297 -1.527 3.215  -0.14
H 0.571 -1.292 4.816  0.41
H -1.110 -0.723 4.636  0.17
C 3.172 -2.787 2.964  -0.81
S 3.071 -3.223 1.269  0.24
O 2.001 -2.295 0.641  -0.39
C 4.540 -2.329 0.920  -0.95
H 4.082 -3.317 3.337  0.43
H 2.336 -3.130 3.578  0.22
H 3.186 -1.708 2.984  0.22
H 5.424 -2.813 1.176  0.64
H 4.472 -1.434 1.537  0.21
H 4.715 -2.115 -0.141  0.25
C -0.142 -0.142 -0.764  -1.07
S 0.913 0.848 0.311  0.65
O 0.916 2.141 -0.402  -0.61
C -0.342 1.071 1.591  -0.45
H -0.118 0.304 -1.698  0.74
H -1.162 0.042 -0.402  -0.25
H 0.032 -1.195 -0.790  0.55
H -1.250 1.573 1.173  -0.18
H 0.066 1.566 2.445  0.81
H -0.570 0.069 1.795  -0.26
C 0.756 3.888 -2.915  -0.30
S 2.038 3.011 -3.779  0.63
O 1.490 1.816 -4.350  -0.63
C 2.318 4.422 -4.930  -1.02
H 1.202 4.787 -2.446  0.40
H 0.571 3.240 -2.091  -0.46
H -0.122 4.194 -3.520  0.47
H 3.281 4.288 -5.403  0.35
H 2.383 5.356 -4.360  0.31
H 1.503 4.497 -5.689  0.32
C 5.267 2.536 1.218  -0.85
S 5.709 1.389 -0.056  0.29
O 6.078 0.125 0.663  -0.59
C 4.061 1.355 -0.771  -0.41
H 4.299 2.369 1.772  0.19
H 5.216 3.401 0.623  0.39
H 6.163 2.596 1.877  0.37
H 3.531 0.785 0.018  -0.15
H 3.790 0.861 -1.721  0.42
H 3.595 2.343 -0.755  0.25
C 3.589 -3.697 -2.330  -0.63
S 2.679 -3.869 -3.890  0.31
O 1.358 -4.480 -3.615  -0.53
C 2.407 -2.089 -4.199  -0.54
H 3.591 -4.686 -1.889  0.40
H 3.153 -2.986 -1.655  -0.22
H 4.611 -3.479 -2.527  0.51
H 1.801 -1.679 -3.389  -0.11
H 1.892 -1.976 -5.172  0.37
H 3.489 -1.782 -4.404  0.38
C -3.454 -1.751 0.510  0.70
S -4.402 -0.281 0.292  0.18
O -3.627 0.957 0.601  -0.51
C -4.504 -0.338 -1.526  -0.79
H -4.166 -2.561 0.521  0.58
H -2.950 -1.647 1.442  -0.57
H -2.742 -1.907 -0.285  -0.31
H -3.639 0.205 -1.916  0.19
H -5.443 0.107 -1.849  0.42
H -4.320 -1.332 -1.991  0.21

Output
* E_HOMO: -8.3707 eV
* 2S+1: 1
* LUMO: 0.319 eV

***

(ii)
Density functional theory data (wB97M-V/def2-TZVPD) for 10 unconnected molecules or ions with the total composition C20H60O10S10.

Each line ends with the Mulliken charge.
Cartesian coordinates (Å):
C -3.002 -1.819 -0.667  0.43
S -4.257 -2.090 -1.841  0.21
O -5.142 -0.801 -1.786  -0.52
C -3.244 -1.959 -3.312  -0.48
H -3.499 -2.071 0.304  0.38
H -2.655 -0.818 -0.743  -0.43
H -2.234 -2.539 -0.771  -0.03
H -2.788 -0.960 -3.388  0.03
H -3.826 -2.037 -4.228  0.43
H -2.510 -2.765 -3.335  0.24
C 6.122 -0.202 0.288  -1.36
S 4.366 -0.158 0.523  0.87
O 4.109 -1.013 1.757  -0.66
C 3.921 1.523 0.835  -0.26
H 6.357 -0.086 1.260  0.46
H 6.508 0.667 -0.271  0.35
H 6.406 -1.112 -0.105  0.38
H 4.239 2.048 -0.094  0.42
H 4.492 1.741 1.728  0.51
H 2.845 1.675 0.899  -0.66
C 5.781 -5.664 0.870  -1.07
S 4.061 -5.307 0.363  0.47
O 3.429 -5.114 1.783  -0.54
C 4.280 -3.673 -0.189  -0.28
H 6.014 -5.139 1.792  0.32
H 6.507 -5.327 0.062  0.29
H 5.819 -6.718 1.145  0.34
H 5.131 -3.236 0.272  0.31
H 3.347 -3.176 0.014  -0.37
H 4.495 -3.675 -1.254  0.48
C -3.337 1.715 -2.316  0.91
S -5.021 2.005 -2.846  0.39
O -5.734 2.297 -1.533  -0.52
C -4.665 3.698 -3.319  -0.83
H -3.310 0.690 -1.898  -1.25
H -3.043 2.337 -1.493  -0.53
H -2.737 1.795 -3.178  0.86
H -4.077 4.193 -2.599  0.06
H -5.654 4.273 -3.394  0.33
H -4.106 3.790 -4.225  0.42
C 0.426 -7.013 -1.904  -1.02
S 0.098 -5.441 -1.171  0.45
O 1.007 -5.309 0.023  -0.50
C 0.761 -4.317 -2.382  -0.48
H 1.417 -7.362 -1.912  0.29
H 0.035 -6.896 -2.948  0.35
H -0.100 -7.779 -1.337  0.35
H 0.791 -3.413 -1.764  -0.34
H 0.069 -4.125 -3.147  0.50
H 1.744 -4.582 -2.794  0.41
C 1.388 4.107 -0.372  -0.28
S 0.330 4.239 -1.744  0.11
O 0.233 2.857 -2.428  -0.48
C -1.131 4.593 -0.776  -0.36
H 0.966 3.556 0.477  -0.26
H 1.621 5.017 0.183  0.55
H 2.392 3.640 -0.575  0.19
H -0.862 5.328 -0.115  0.60
H -1.382 3.679 -0.242  -0.43
H -1.909 4.819 -1.445  0.32
C 0.809 -0.929 3.119  -0.61
S 1.427 -2.070 1.903  0.97
O 2.006 -3.343 2.588  -0.64
C -0.216 -2.663 1.487  -0.87
H 0.309 -1.239 4.016  0.45
H 0.152 -0.267 2.581  -0.25
H 1.587 -0.118 3.329  0.25
H -0.262 -2.970 0.441  -0.39
H -0.932 -1.891 1.577  0.40
H -0.685 -3.404 2.121  0.55
C -0.655 4.282 3.955  -0.92
S -0.117 2.625 3.740  0.38
O -0.734 2.059 2.481  -0.58
C 1.585 2.977 3.468  -0.45
H -0.029 4.926 4.428  0.57
H -1.640 4.267 4.484  0.30
H -0.811 4.720 2.950  0.11
H 1.870 3.936 2.903  0.28
H 2.094 2.138 2.987  -0.27
H 2.023 3.175 4.471  0.52
C -3.939 1.797 1.152  -0.53
S -4.549 3.390 0.836  0.60
O -6.103 3.360 1.106  -0.67
C -3.666 4.291 2.042  -0.61
H -4.131 1.460 2.138  0.64
H -2.819 1.702 1.082  -0.09
H -4.280 1.104 0.381  0.14
H -2.638 4.126 1.673  -0.17
H -3.720 3.729 3.026  0.28
H -3.982 5.291 2.121  0.46
C 0.080 0.747 -0.264  1.46
S 1.163 0.159 -1.526  0.11
O 1.681 -1.112 -0.822  -0.18
C -0.235 -0.274 -2.561  -0.03
H -0.455 -0.078 0.150  -0.30
H -0.600 1.530 -0.509  -0.21
H 0.529 1.183 0.640  -0.78
H -0.690 -1.228 -2.270  -0.30
H 0.273 -0.515 -3.545  0.52
H -0.982 0.543 -2.616  -0.21

Output
* E_HOMO: -7.1108 eV
* 2S+1: 1
* LUMO: -0.269 eV

***

So which one is most stable? That would be (i), about 0.1366 hartree below the next structure.

***

(i)
Density functional theory data (wB97M-V/def2-TZVPD) for 2 unconnected molecules or ions with the total composition C4H10N2O2.

Each line ends with the Löwdin spin population.
Cartesian coordinates (Å):
C -1.289 -2.002 1.987  0.00
C -0.984 -1.606 0.575  0.01
C 0.121 -0.964 0.217  0.00
N 0.475 -0.590 -1.112  0.02
H -0.462 -1.738 2.644  0.00
H -2.173 -1.473 2.347  0.00
H -1.468 -3.072 2.065  0.00
H -1.705 -1.884 -0.192  0.00
H 0.881 -0.727 0.955  0.00
H -0.073 -1.087 -1.801  0.00
H 0.269 0.805 -1.212  0.00
H 1.482 -0.518 -1.247  0.00
N 0.135 2.023 -1.129  0.04
C 1.486 2.511 -0.724  0.04
O 1.603 3.744 -0.577  0.73
O 2.362 1.706 -0.549  0.16
H -0.496 2.238 -0.360  0.00
H -0.165 2.635 -1.888  0.00

Output
* E_HOMO (alpha / beta): -13.2159 / -13.1576 eV
* 2S+1: 2
* net charge: +1
* LUMO (alpha / beta): -3.454 / -8.590 eV

***

(ii)
Density functional theory data (wB97M-V/def2-TZVPD) for 2 unconnected molecules or ions with the total composition C4H10N2O2.

Each line ends with the Löwdin spin population.
Cartesian coordinates (Å):
C 2.593 1.513 -2.275  0.02
C 1.543 1.151 -1.168  0.01
O 1.344 1.873 -0.167  0.18
N 1.015 -0.117 -1.434  0.03
H 3.283 0.704 -2.438  0.00
H 3.030 2.529 -2.298  0.00
H 0.118 -0.236 -0.871  0.00
H 0.908 -0.720 -2.226  0.00
H 2.208 1.722 -3.259  0.00
C -3.024 -0.673 1.355  0.00
C -1.575 -1.167 1.295  -0.02
O -1.357 -2.430 1.122  0.48
N -0.494 -0.309 1.562  0.29
H 0.436 -0.594 1.461  0.00
H -0.691 0.742 1.734  0.00
H -2.954 0.505 1.593  0.00
H -3.538 -1.245 2.121  0.00
H -3.558 -0.923 0.403  0.00

Output
* E_HOMO (alpha / beta): -14.9372 / -13.5540 eV
* 2S+1: 2
* net charge: +1
* LUMO (alpha / beta): -4.006 / -9.682 eV

***

(iii)
Density functional theory data (wB97M-V/def2-TZVPD) for 2 unconnected molecules or ions with the total composition C4H10N2O2.

Each line ends with the Löwdin spin population.
Cartesian coordinates (Å):
C 0.957 2.510 -1.378  0.05
C 0.923 1.052 -1.755  0.04
O 1.866 0.311 -1.610  0.51
N -0.271 0.465 -2.262  0.12
H 0.068 2.786 -0.817  0.01
H 1.179 2.987 -2.400  0.00
H -0.374 -0.437 -2.457  0.00
H -0.921 0.971 -2.751  0.00
H 1.715 2.898 -0.663  0.00
C 0.185 -1.570 2.661  0.04
C -0.753 -1.004 1.499  0.02
O -0.863 0.183 1.443  0.19
N -1.660 -1.920 0.865  0.02
H 1.238 -1.783 2.155  0.00
H -0.286 -2.214 3.451  0.00
H -2.164 -1.613 0.046  0.00
H -1.384 -2.896 0.720  0.00
H 0.545 -0.726 3.252  0.00

Output
* E_HOMO (alpha / beta): -14.4464 / -12.9075 eV
* 2S+1: 2
* net charge: +1
* LUMO (alpha / beta): -3.474 / -9.499 eV

***

So which one is most stable? That would be (i), about 0.0248 hartree below the next structure.

***

(i)
Density functional theory data (wB97M-V/def2-TZVPD) for 4 unconnected molecules or ions with the total composition C9H21IN3O3.

Each line ends with the Mulliken charge.
Cartesian coordinates (Å):
I -0.409 0.607 -1.151  -0.57
C -2.215 -4.659 1.179  -1.30
C -1.782 -3.650 0.122  0.85
O -1.553 -4.026 -1.016  -0.67
N -1.791 -2.342 0.464  -0.01
C -1.894 -1.785 1.792  -0.79
H -2.369 -5.590 0.646  0.32
H -3.121 -4.290 1.660  0.38
H -1.463 -4.814 1.955  0.30
H -1.655 -1.674 -0.291  0.02
H -0.967 -1.284 2.081  0.20
H -2.102 -2.550 2.536  0.35
H -2.686 -1.035 1.837  0.28
C 2.266 -1.321 1.474  -0.58
C 2.624 -2.250 0.335  0.61
O 3.589 -3.008 0.395  -0.71
N 1.768 -2.250 -0.693  0.13
C 1.976 -3.106 -1.844  -0.97
H 1.240 -0.961 1.360  -0.02
H 2.894 -0.433 1.496  0.24
H 2.331 -1.885 2.402  0.26
H 0.972 -1.621 -0.746  -0.06
H 2.050 -4.149 -1.533  0.28
H 2.895 -2.827 -2.360  0.31
H 1.107 -3.013 -2.490  0.33
C -0.778 6.539 -1.377  -1.05
C -0.950 5.045 -1.507  0.62
O -1.831 4.606 -2.223  -0.63
N -0.052 4.268 -0.848  0.06
C 0.872 4.768 0.147  -0.97
H -1.740 6.991 -1.603  0.30
H -0.052 6.891 -2.115  0.24
H -0.422 6.887 -0.408  0.34
H -0.143 3.255 -0.922  -0.01
H 0.362 5.237 0.994  0.30
H 1.571 5.491 -0.281  0.31
H 1.459 3.939 0.534  0.31

Output
* E_HOMO: -4.7108 eV
* 2S+1: 1
* net charge: -1
* LUMO: 2.993 eV

***

(ii)
Density functional theory data (wB97M-V/def2-TZVPD) for 4 unconnected molecules or ions with the total composition C9H21IN3O3.

Each line ends with the Mulliken charge.
Cartesian coordinates (Å):
I 0.438 -0.038 -0.116  -0.71
C 3.043 5.021 -2.130  -1.19
C 2.218 3.784 -1.764  0.72
O 1.113 3.650 -2.255  -0.61
N 2.748 2.883 -0.896  0.07
C 4.049 2.968 -0.276  -0.84
H 2.930 5.767 -1.340  0.28
H 2.660 5.385 -3.075  0.29
H 4.114 4.840 -2.242  0.36
H 2.270 1.989 -0.796  -0.01
H 4.696 2.138 -0.587  0.25
H 3.951 2.815 0.805  0.27
H 4.498 3.925 -0.498  0.30
C 1.779 -4.008 -0.996  -0.97
C 1.076 -4.373 0.281  0.68
O 0.720 -5.538 0.512  -0.70
N 0.883 -3.362 1.143  -0.01
C 0.143 -3.550 2.372  -0.84
H 1.750 -4.868 -1.664  0.30
H 2.833 -3.758 -0.852  0.25
H 1.339 -3.148 -1.506  0.28
H 1.098 -2.410 0.853  0.06
H 0.142 -2.612 2.920  0.33
H 0.589 -4.355 2.957  0.26
H -0.895 -3.826 2.165  0.25
C -5.204 0.335 -0.414  -1.13
C -3.712 0.582 -0.295  0.65
O -3.106 1.133 -1.191  -0.59
N -3.155 0.186 0.882  0.00
C -3.882 -0.537 1.904  -0.93
H -5.432 -0.723 -0.563  0.27
H -5.541 0.856 -1.311  0.31
H -5.791 0.726 0.418  0.32
H -2.161 0.335 1.027  0.14
H -3.183 -0.764 2.704  0.33
H -4.289 -1.479 1.521  0.28
H -4.729 0.029 2.302  0.28

Output
* E_HOMO: -4.3667 eV
* 2S+1: 1
* net charge: -1
* LUMO: 3.068 eV

***

So which one is most stable? That would be (i), about 0.0176 hartree below the next structure.